{"formula": "C30H82N7O8Pd", "method": "the ωB97M-V functional and the def2-TZVPD basis", "symbols": ["Pd", "C", "C", "O", "H", "H", "H", "H", "H", "C", "C", "C", "O", "C", "N", "H", "H", "H", "H", "H", "H", "H", "H", "H", "H", "H", "C", "C", "C", "O", "C", "N", "H", "H", "H", "H", "H", "H", "H", "H", "H", "H", "H", "C", "C", "C", "O", "C", "N", "H", "H", "H", "H", "H", "H", "H", "H", "H", "H", "H", "C", "C", "C", "O", "C", "N", "H", "H", "H", "H", "H", "H", "H", "H", "H", "H", "H", "C", "C", "C", "O", "C", "N", "H", "H", "H", "H", "H", "H", "H", "H", "H", "H", "H", "C", "C", "C", "O", "C", "N", "H", "H", "H", "H", "H", "H", "H", "H", "H", "H", "H", "C", "C", "C", "O", "C", "N", "H", "H", "H", "H", "H", "H", "H", "H", "H", "H", "H"], "xyz": [[-2.240, -2.591, -0.408], [1.306, 0.328, 0.196], [-0.182, 0.341, 0.553], [-0.862, -0.862, 0.391], [1.445, 0.126, -0.866], [1.827, -0.558, 0.559], [1.941, 1.158, 0.505], [-0.707, 1.102, -0.025], [-0.142, 0.676, 1.589], [-3.289, 1.823, 6.993], [-2.269, 0.633, 7.036], [-1.370, 0.260, 5.809], [-2.257, -0.271, 4.792], [-1.687, -1.053, 3.826], [-1.334, 0.860, 8.144], [-2.868, 2.726, 6.552], [-3.571, 2.095, 8.010], [-4.177, 1.453, 6.480], [-2.873, -0.258, 7.213], [-0.710, -0.593, 5.965], [-0.857, 1.200, 5.607], [-1.620, -2.005, 4.353], [-0.699, -0.767, 3.463], [-2.230, -1.224, 2.896], [-0.462, 0.418, 7.889], [-1.128, 1.823, 7.921], [6.114, 3.375, 3.407], [5.252, 2.196, 3.592], [3.855, 2.150, 2.963], [3.045, 3.114, 3.515], [1.770, 3.292, 2.889], [6.065, 1.049, 3.170], [6.745, 3.343, 2.519], [6.800, 3.636, 4.213], [5.535, 4.298, 3.378], [5.024, 1.992, 4.638], [3.372, 1.174, 2.905], [4.049, 2.386, 1.917], [1.811, 3.299, 1.800], [1.361, 4.286, 3.070], [1.144, 2.450, 3.184], [6.991, 1.109, 3.568], [6.203, 1.223, 2.185], [4.946, 2.023, -0.988], [5.534, 1.413, -2.216], [4.607, 1.194, -3.400], [3.554, 0.479, -2.958], [2.572, 0.289, -4.029], [6.696, 2.183, -2.494], [5.652, 1.956, -0.160], [3.979, 1.558, -0.795], [4.630, 3.036, -1.238], [5.946, 0.438, -1.956], [5.207, 0.750, -4.194], [4.259, 2.176, -3.719], [2.078, 1.224, -4.290], [1.863, -0.406, -3.578], [2.987, -0.119, -4.951], [6.951, 2.018, -3.458], [6.356, 3.127, -2.613], [3.735, -3.007, -0.848], [2.483, -3.726, -1.060], [2.611, -5.252, -1.268], [3.055, -5.437, -2.649], [3.352, -6.789, -3.099], [1.672, -3.474, 0.140], [4.343, -2.999, -1.753], [4.230, -3.301, 0.077], [3.540, -1.937, -0.775], [1.955, -3.190, -1.849], [1.642, -5.734, -1.138], [3.332, -5.687, -0.576], [3.171, -6.991, -4.155], [2.829, -7.542, -2.511], [4.398, -7.070, -2.970], [1.773, -2.560, 0.559], [0.713, -3.649, -0.122], [-1.068, -0.504, -3.366], [-2.482, -0.364, -2.772], [-3.500, 0.355, -3.675], [-3.123, 1.541, -4.267], [-3.999, 2.014, -5.282], [-2.914, -1.732, -2.428], [-0.381, -1.019, -2.693], [-0.550, 0.452, -3.446], [-1.123, -0.930, -4.368], [-2.449, 0.228, -1.858], [-4.480, 0.403, -3.199], [-3.714, -0.316, -4.506], [-3.413, 2.474, -6.078], [-4.787, 2.585, -4.792], [-4.650, 1.207, -5.620], [-3.916, -1.761, -2.553], [-2.406, -2.324, -3.069], [-4.992, -6.090, 0.414], [-4.182, -4.791, 0.624], [-2.768, -4.919, 1.257], [-2.163, -3.620, 1.466], [-0.856, -3.865, 1.974], [-4.033, -4.228, -0.688], [-5.939, -5.878, -0.082], [-5.383, -6.453, 1.364], [-4.471, -6.927, -0.050], [-4.849, -4.196, 1.248], [-2.009, -5.418, 0.655], [-2.977, -5.469, 2.174], [-0.072, -3.169, 1.676], [-0.404, -4.845, 1.822], [-1.020, -3.798, 3.050], [-3.741, -5.028, -1.231], [-4.945, -3.949, -1.020], [-5.133, 6.562, -1.761], [-4.526, 5.796, -2.981], [-3.300, 4.914, -2.617], [-3.576, 3.912, -1.640], [-2.373, 3.233, -1.272], [-5.571, 4.899, -3.397], [-5.542, 5.926, -0.976], [-5.974, 7.171, -2.091], [-4.424, 7.290, -1.368], [-4.314, 6.553, -3.735], [-2.543, 5.568, -2.185], [-2.876, 4.411, -3.486], [-1.592, 3.013, -2.001], [-2.683, 2.304, -0.794], [-1.967, 3.834, -0.458], [-5.308, 4.064, -2.893], [-5.314, 4.675, -4.348]], "forces_ev_per_angstrom": [[0.4, 0.7, -1.4], [0.6, -1.7, -1.3], [0.0, 0.6, 0.3], [0.3, -0.6, 0.1], [-0.1, 0.6, -0.4], [-0.3, -0.1, 0.7], [-0.7, 0.3, 0.0], [0.1, 0.3, -0.2], [-0.7, -0.2, 0.5], [0.9, -1.2, -0.4], [-0.1, -1.1, 0.0], [-2.7, -0.3, -0.4], [-0.8, 3.2, 0.4], [1.1, -1.8, -0.1], [-0.2, 0.7, -0.4], [-0.1, 0.0, -0.4], [0.1, -0.3, 0.1], [0.0, 0.5, -0.2], [0.0, -0.1, 0.3], [0.5, 0.3, 0.9], [0.4, -0.1, -1.0], [0.6, -0.8, -0.6], [0.3, 0.4, 0.3], [-0.8, 0.5, 0.3], [0.3, -0.5, 0.3], [0.5, 0.7, 0.9], [-0.2, 3.0, 0.0], [-0.1, -2.2, 1.8], [1.2, 0.2, -2.0], [-1.0, 1.5, 0.5], [0.8, -0.4, -0.3], [-0.9, -0.8, -0.6], [-0.3, -0.2, -0.3], [0.1, -0.8, 0.4], [-0.3, 0.2, -0.4], [0.3, 0.4, 0.4], [0.3, -0.4, 0.7], [-0.2, 0.2, -0.7], [0.5, -0.4, -0.3], [0.0, -0.2, 0.9], [-0.5, 0.3, 0.1], [0.0, 0.1, 0.3], [0.3, -0.4, -0.4], [-1.6, -0.2, -0.3], [0.7, -1.5, 0.6], [1.5, 2.0, 0.9], [-2.5, -1.7, -1.4], [0.3, -0.2, 1.5], [0.7, 1.3, -1.5], [-0.3, 0.2, 0.0], [0.2, -0.4, 0.6], [0.5, 0.5, 0.3], [-0.4, -0.5, 0.1], [-0.1, -0.4, -0.4], [0.0, 0.5, -0.5], [0.0, 0.2, 0.2], [-0.1, 0.0, -0.4], [0.4, -0.2, 0.2], [0.7, -0.6, -0.3], [0.1, 0.8, 0.4], [1.6, 1.3, -0.5], [-1.4, 0.2, 1.0], [0.2, 0.4, -1.7], [0.1, -0.9, -0.2], [0.1, 0.3, 1.2], [0.0, -1.5, 0.3], [0.5, -0.7, 0.2], [0.4, -0.2, -0.2], [-0.3, 0.2, 0.3], [0.0, -0.8, -0.9], [-0.1, 0.0, 0.1], [0.1, 0.1, 0.2], [-0.5, 0.8, 0.0], [-0.5, 0.1, 0.0], [0.4, 0.5, 0.3], [0.0, 0.0, -0.4], [-0.5, 0.3, 0.2], [-0.1, 1.2, 0.2], [0.9, 1.1, 0.2], [-0.6, -1.9, -1.1], [1.2, 1.2, 0.1], [-0.8, -0.9, 1.2], [0.2, 1.4, 0.2], [-0.4, -0.7, 0.0], [-0.4, 0.4, -0.3], [0.2, -0.3, 0.1], [0.3, -0.1, 0.2], [-0.2, 0.4, 0.7], [0.1, -0.7, -0.3], [-0.4, 0.2, 0.2], [0.3, 1.1, -0.2], [0.5, -0.6, -0.8], [-0.3, -0.7, -0.1], [-0.5, -0.8, -0.2], [-0.2, -0.4, 1.7], [0.0, -1.0, 0.0], [-1.5, 0.0, -0.1], [-0.2, -1.3, 0.3], [0.8, 0.4, 2.1], [0.4, 1.2, -0.2], [0.3, 0.2, -0.6], [0.3, -0.3, 0.4], [0.1, 0.2, -0.3], [0.5, 0.5, 0.1], [-0.6, -0.7, -0.4], [0.7, 0.2, 0.5], [-0.8, 0.4, -0.1], [-0.6, -0.2, -0.7], [0.5, 0.1, 0.3], [0.4, 0.3, -0.9], [-0.2, 0.2, -0.4], [0.6, 0.5, -0.5], [-0.4, -0.1, 2.5], [0.6, 1.3, 0.4], [0.0, -0.2, -1.1], [-0.8, 0.2, 1.6], [-0.2, -0.5, -1.2], [0.4, -0.2, -0.1], [-0.1, -0.2, -0.3], [0.2, -0.2, 0.4], [0.4, -0.3, -0.1], [0.4, 0.2, -0.1], [-0.1, 0.1, -0.4], [-0.4, 0.3, -0.6], [0.0, -0.1, -0.2], [0.6, 0.0, 0.0], [-0.7, -0.6, 0.2], [-0.4, -0.3, -0.5]], "multiplicity": 4, "lumo_ev": [0.48, -2.03], "s_squared": 3.765, "e_tot_ha": -2304.8083, "gap_ha": [0.1275, 0.2334]}